No. 1
{
  "formula": "C34H57CdN3O2SSi",
  "method": "the ωB97M-V functional and the def2-TZVPD basis",
  "species": ["O", "O", "C", "C", "H", "H", "H", "H", "H", "C", "C", "H", "H", "H", "H", "H", "C", "C", "C", "H", "H", "H", "H", "H", "C", "H", "H", "H", "H", "H", "H", "N", "C", "C", "C", "C", "H", "H", "H", "C", "H", "H", "H", "N", "C", "C", "C", "C", "H", "C", "H", "C", "H", "C", "C", "C", "C", "C", "C", "H", "C", "H", "C", "H", "C", "C", "Cd", "H", "H", "H", "H", "H", "H", "H", "H", "H", "H", "H", "H", "H", "C", "Si", "H", "H", "C", "C", "C", "H", "H", "H", "H", "H", "H", "H", "H", "H", "S", "C", "N"],
  "positions_angstrom": [[-2.100, 0.781, 2.074], [-2.527, 2.381, -0.040], [-2.528, -0.572, 2.210], [-2.005, -1.393, 3.380], [-2.280, -1.096, 1.270], [-3.629, -0.507, 2.223], [-1.069, -1.904, 3.117], [-2.735, -2.179, 3.620], [-1.805, -0.798, 4.276], [-0.837, 1.181, 2.639], [-1.128, 2.424, 3.469], [-0.163, 1.385, 1.777], [-0.389, 0.380, 3.265], [-1.557, 3.231, 2.845], [-0.215, 2.791, 3.961], [-1.857, 2.170, 4.258], [-1.957, 3.445, -0.838], [-3.859, 2.636, 0.458], [-0.783, 4.056, -0.118], [-2.725, 4.203, -1.077], [-1.659, 2.984, -1.792], [-1.122, 4.522, 0.812], [-0.328, 4.817, -0.758], [-0.044, 3.288, 0.135], [-4.024, 3.885, 1.283], [-4.088, 1.746, 1.051], [-4.544, 2.645, -0.408], [-3.373, 3.852, 2.157], [-5.064, 3.911, 1.616], [-3.826, 4.788, 0.706], [-1.670, 0.698, -0.393], [2.268, -1.896, 1.024], [3.390, -2.386, 0.472], [3.873, -2.112, -0.824], [3.418, -1.168, -1.771], [4.276, -3.224, 1.352], [3.712, -3.945, 1.955], [4.851, -2.589, 2.040], [4.991, -3.787, 0.748], [4.351, -0.759, -2.886], [4.540, 0.324, -2.838], [3.941, -0.993, -3.880], [5.315, -1.272, -2.795], [2.215, -0.598, -1.741], [2.070, -1.818, 2.431], [1.341, -2.805, 3.126], [0.786, -4.016, 2.452], [1.223, -2.683, 4.507], [0.659, -3.453, 5.027], [1.820, -1.639, 5.211], [1.708, -1.570, 6.297], [2.577, -0.700, 4.515], [3.111, 0.095, 5.033], [2.702, -0.770, 3.133], [3.607, 0.199, 2.438], [1.733, 0.433, -2.580], [0.974, 0.097, -3.730], [0.793, -1.316, -4.188], [0.312, 1.116, -4.402], [-0.265, 0.859, -5.292], [0.381, 2.443, -3.977], [-0.192, 3.227, -4.493], [1.187, 2.762, -2.885], [1.276, 3.804, -2.568], [1.886, 1.788, -2.187], [2.692, 2.178, -0.989], [0.689, -1.667, -0.536], [-0.132, -4.313, 2.970], [1.476, -4.866, 2.529], [0.548, -3.875, 1.396], [3.205, 0.586, 1.492], [4.587, -0.257, 2.225], [3.777, 1.051, 3.111], [0.227, -1.299, -5.128], [0.226, -1.933, -3.478], [1.743, -1.821, -4.387], [3.668, 1.685, -0.940], [2.139, 1.965, -0.063], [2.882, 3.260, -1.006], [4.790, -2.652, -1.102], [-1.462, -0.053, -1.207], [-2.987, -0.226, -2.315], [-0.611, 0.251, -1.819], [-1.350, -1.030, -0.717], [-4.343, -0.555, -1.039], [-2.793, -1.706, -3.444], [-3.347, 1.325, -3.292], [-3.840, 1.051, -4.231], [-2.430, 1.868, -3.541], [-4.008, 2.005, -2.746], [-4.219, -1.556, -0.589], [-5.363, -0.482, -1.453], [-4.246, 0.187, -0.229], [-2.422, -2.595, -2.918], [-2.099, -1.494, -4.264], [-3.770, -1.957, -3.879], [1.168, -6.153, -1.645], [0.574, -4.704, -1.416], [0.093, -3.613, -1.250]],
  "atomic_forces_ev_per_a": [[0.382, -0.443, 0.868], [-0.558, 1.436, 0.005], [-0.271, 0.048, -0.604], [0.171, -0.268, -0.043], [-0.074, -0.046, 0.228], [0.329, -0.061, 0.139], [-0.196, 0.215, 0.140], [0.166, 0.252, 0.001], [-0.255, -0.072, -0.054], [-0.407, -0.237, -0.449], [0.166, 0.127, 0.157], [-0.127, 0.000, 0.560], [-0.183, 0.485, -0.426], [0.323, -0.477, 0.299], [-0.202, -0.011, -0.179], [0.254, 0.104, -0.318], [-0.708, -0.675, -0.083], [0.510, -0.603, -0.737], [-0.055, 0.106, 0.049], [0.275, -0.255, 0.089], [0.097, 0.194, 0.255], [0.110, 0.024, -0.087], [0.124, -0.033, 0.145], [-0.051, 0.128, -0.117], [-0.045, -0.050, 0.069], [0.024, 0.270, 0.001], [0.036, 0.088, 0.197], [-0.083, 0.092, -0.011], [0.051, 0.152, 0.078], [0.000, 0.021, 0.086], [0.351, -0.787, -0.901], [-0.125, 0.132, -0.978], [-0.530, 0.515, 0.760], [0.136, -0.324, -0.185], [-0.764, 0.567, -0.306], [0.470, -0.285, 0.130], [-0.028, 0.260, -0.109], [-0.159, -0.105, -0.097], [-0.067, 0.121, 0.061], [0.444, -0.093, -0.073], [-0.130, -0.269, -0.072], [-0.038, 0.152, 0.355], [-0.229, 0.125, 0.004], [0.145, -0.571, 0.526], [0.543, -0.600, 0.221], [0.620, 0.673, -0.110], [-0.408, -0.323, 0.018], [0.015, 0.198, 0.211], [0.038, 0.128, 0.094], [-0.065, -0.090, 0.019], [0.073, -0.051, -0.402], [-0.204, -0.088, 0.094], [-0.208, -0.139, 0.030], [-0.139, -0.460, -0.116], [0.205, 0.486, -0.040], [0.289, 0.325, -0.568], [0.297, 0.477, 0.685], [-0.065, -0.169, -0.327], [-0.099, 0.452, -0.211], [0.030, 0.091, 0.236], [0.018, -0.040, -0.015], [0.358, -0.394, 0.198], [-0.272, 0.331, -0.403], [-0.023, -0.285, -0.066], [-0.309, -0.771, -0.310], [0.198, 0.339, 0.269], [0.662, -0.242, -0.062], [0.063, -0.074, -0.138], [-0.059, 0.173, -0.111], [0.096, 0.005, 0.062], [0.047, -0.255, 0.215], [-0.267, 0.139, -0.039], [0.080, -0.145, -0.262], [0.126, -0.142, 0.198], [0.167, 0.062, -0.004], [-0.079, 0.004, 0.148], [-0.222, -0.096, 0.049], [0.192, -0.104, -0.104], [-0.084, -0.251, 0.012], [-0.493, 0.392, 0.187], [-0.059, 0.775, 0.551], [-0.252, -0.435, 0.867], [0.204, -0.028, 0.113], [-0.162, -0.351, -0.065], [-0.167, 0.021, -0.039], [0.000, -0.004, -0.129], [0.063, 0.099, -0.138], [0.006, 0.072, 0.062], [-0.106, -0.085, -0.034], [0.068, -0.052, -0.011], [-0.069, 0.316, -0.189], [0.328, -0.080, 0.148], [-0.091, -0.335, -0.343], [-0.057, 0.182, -0.008], [-0.119, -0.041, 0.049], [0.168, 0.017, -0.004], [0.312, -0.750, -0.104], [-1.140, 2.717, 0.432], [0.678, -1.547, -0.192]],
  "e_above_lowest_kcal_mol": 10.4,
  "e_homo_ha": -0.289,
  "charge": 0,
  "e_tot_ev": -68026.1694,
  "e_lumo_ev": 0.29
}

No. 2
{
  "formula": "C34H57Cl2N2O8S3",
  "method": "the ωB97M-V functional and the def2-TZVPD basis",
  "species": ["C", "C", "C", "C", "C", "C", "O", "N", "C", "N", "C", "C", "C", "C", "C", "C", "C", "C", "C", "C", "C", "O", "C", "C", "Cl", "C", "C", "Cl", "H", "H", "H", "H", "H", "H", "H", "H", "H", "H", "H", "H", "H", "H", "H", "H", "H", "H", "H", "H", "H", "H", "H", "H", "H", "H", "H", "H", "H", "H", "H", "H", "H", "C", "C", "C", "S", "O", "O", "C", "H", "H", "H", "H", "H", "H", "H", "H", "C", "C", "C", "S", "O", "O", "C", "H", "H", "H", "H", "H", "H", "H", "H", "C", "C", "C", "S", "O", "O", "C", "H", "H", "H", "H", "H", "H", "H", "H"],
  "positions_angstrom": [[2.300, 3.106, -2.232], [2.045, 1.725, -2.839], [3.031, 1.422, -3.991], [0.569, 1.534, -3.291], [-0.479, 2.338, -2.526], [0.300, 0.044, -3.174], [-1.088, -0.237, -3.497], [-1.450, -1.520, -3.193], [-0.700, -2.590, -3.469], [-1.367, -3.675, -3.083], [-0.808, -5.036, -3.212], [0.643, -5.083, -2.811], [1.638, -5.135, -3.797], [2.989, -5.151, -3.433], [3.347, -5.119, -2.085], [2.356, -5.069, -1.095], [1.009, -5.050, -1.458], [-2.588, -3.290, -2.556], [-3.525, -4.301, -1.982], [-3.178, -4.677, -0.530], [-3.690, -3.655, 0.473], [-3.467, -4.088, 1.803], [-2.656, -1.916, -2.640], [-3.812, -1.035, -2.243], [-5.263, -1.596, -3.140], [-3.597, 0.490, -2.387], [-4.826, 1.319, -2.722], [-2.964, 1.007, -0.793], [3.367, 3.275, -2.101], [1.875, 3.882, -2.872], [1.816, 3.188, -1.259], [2.233, 0.991, -2.048], [3.622, 2.303, -4.236], [3.737, 0.638, -3.715], [2.514, 1.096, -4.894], [0.502, 1.771, -4.358], [-1.449, 2.258, -3.020], [-0.245, 3.396, -2.475], [-0.601, 1.966, -1.505], [0.944, -0.481, -3.885], [0.514, -0.329, -2.169], [0.275, -2.573, -3.921], [-0.930, -5.352, -4.247], [-1.403, -5.697, -2.590], [1.363, -5.174, -4.845], [3.750, -5.194, -4.202], [4.391, -5.148, -1.801], [2.643, -5.053, -0.052], [0.241, -5.015, -0.694], [-4.544, -3.923, -2.034], [-3.492, -5.198, -2.598], [-2.090, -4.751, -0.424], [-3.576, -5.664, -0.291], [-4.769, -3.527, 0.351], [-3.212, -2.685, 0.294], [-2.657, -3.697, 2.141], [-4.014, -1.215, -1.190], [-2.838, 0.680, -3.137], [-5.656, 1.095, -2.057], [-5.109, 1.185, -3.764], [-4.562, 2.367, -2.584], [1.110, 8.082, 0.715], [1.280, 8.126, -0.811], [1.306, 6.675, -1.308], [0.330, 5.734, -0.125], [1.206, 4.814, 0.561], [-0.880, 5.251, -0.747], [-0.021, 7.093, 0.980], [0.876, 9.063, 1.124], [2.028, 7.729, 1.189], [0.438, 8.655, -1.261], [2.189, 8.649, -1.100], [0.864, 6.548, -2.293], [2.311, 6.257, -1.292], [-0.048, 6.712, 1.998], [-0.994, 7.495, 0.700], [-3.115, -5.301, 5.195], [-3.515, -4.061, 6.008], [-3.094, -4.309, 7.461], [-1.676, -5.417, 7.388], [-2.035, -6.672, 7.995], [-0.482, -4.722, 7.792], [-1.683, -5.625, 5.608], [-3.195, -5.128, 4.123], [-3.770, -6.137, 5.444], [-2.993, -3.184, 5.619], [-4.583, -3.862, 5.939], [-2.788, -3.405, 7.981], [-3.866, -4.820, 8.033], [-1.365, -6.639, 5.376], [-0.972, -4.906, 5.200], [5.701, 3.470, 3.457], [4.393, 2.999, 2.805], [3.293, 3.983, 3.222], [4.117, 5.555, 3.507], [3.999, 5.898, 4.900], [3.730, 6.503, 2.489], [5.781, 4.970, 3.195], [6.568, 2.952, 3.051], [5.672, 3.283, 4.532], [4.503, 3.010, 1.719], [4.137, 1.983, 3.101], [2.537, 4.134, 2.454], [2.820, 3.697, 4.160], [6.464, 5.505, 3.849], [6.011, 5.185, 2.151]],
  "atomic_forces_ev_per_a": [[-0.374, -0.266, 0.063], [0.093, 0.034, -0.114], [-0.049, -0.107, 0.197], [-0.201, -0.089, 0.069], [0.042, -0.152, 0.003], [0.471, -0.111, -0.104], [-0.050, -0.239, -0.103], [0.371, -0.486, -0.295], [-0.169, 0.299, 0.054], [0.048, 0.581, 0.128], [0.076, -0.217, -0.038], [0.496, 0.051, -0.039], [0.106, 0.040, 0.565], [-0.378, 0.021, 0.276], [-0.457, -0.008, -0.081], [-0.085, -0.013, -0.527], [0.344, 0.019, -0.318], [0.150, 0.106, -0.082], [-0.001, -0.017, 0.172], [0.240, 0.081, -0.089], [0.063, -0.076, -0.003], [-0.010, 0.031, 0.036], [-0.004, -0.189, 0.187], [0.046, 0.128, -0.031], [-0.025, 0.002, -0.129], [-0.379, -0.123, -0.194], [0.182, 0.098, 0.236], [0.156, -0.018, 0.109], [0.032, 0.046, -0.030], [0.226, 0.110, -0.082], [0.062, 0.117, 0.005], [-0.006, 0.053, 0.078], [-0.061, 0.033, -0.115], [0.008, 0.011, -0.031], [0.039, 0.012, -0.075], [0.024, 0.219, 0.036], [0.070, 0.010, 0.045], [0.055, 0.037, 0.008], [0.130, 0.150, -0.091], [-0.038, -0.096, 0.015], [-0.211, 0.063, 0.102], [-0.016, -0.018, 0.072], [-0.035, 0.000, 0.000], [-0.051, 0.048, 0.061], [-0.022, -0.015, -0.001], [-0.007, -0.018, 0.045], [-0.029, 0.022, -0.008], [-0.049, -0.006, 0.001], [0.027, -0.024, 0.014], [-0.023, 0.013, -0.057], [-0.092, 0.014, -0.119], [-0.006, -0.065, 0.043], [-0.143, 0.065, 0.019], [0.001, 0.011, 0.013], [-0.059, 0.025, 0.020], [0.022, 0.023, -0.026], [-0.254, -0.146, -0.074], [-0.054, 0.139, 0.245], [-0.098, -0.051, -0.076], [-0.120, -0.137, 0.029], [0.007, 0.000, -0.020], [0.083, -0.053, -0.043], [-0.026, -0.014, 0.043], [0.055, 0.175, -0.071], [-0.013, 0.349, 0.097], [0.001, -0.337, 0.003], [0.057, -0.152, -0.006], [0.012, 0.155, 0.032], [-0.008, 0.010, -0.001], [-0.032, -0.005, 0.014], [-0.015, -0.013, -0.001], [0.005, 0.005, -0.006], [-0.011, -0.052, 0.005], [-0.015, -0.048, 0.058], [-0.013, -0.079, -0.023], [-0.011, -0.012, -0.012], [-0.007, 0.013, 0.063], [0.034, -0.039, 0.019], [-0.115, 0.120, -0.104], [0.030, 0.033, -0.016], [0.015, -0.017, 0.034], [0.007, -0.028, 0.021], [-0.084, 0.015, -0.177], [-0.041, -0.010, -0.008], [0.013, -0.016, 0.011], [0.016, -0.005, -0.002], [-0.005, 0.011, 0.001], [0.027, -0.028, 0.051], [0.032, -0.059, 0.006], [0.028, -0.014, 0.078], [0.020, 0.004, 0.025], [-0.059, -0.004, 0.000], [0.020, 0.047, 0.018], [-0.044, -0.181, -0.145], [-0.029, -0.076, -0.072], [-0.027, 0.079, 0.007], [-0.010, 0.090, 0.033], [0.097, -0.105, -0.008], [0.004, -0.009, 0.004], [0.010, 0.012, 0.007], [-0.002, 0.018, -0.002], [0.001, -0.005, -0.005], [-0.013, 0.055, 0.023], [0.043, 0.065, 0.051], [-0.047, 0.058, 0.011], [-0.014, 0.021, -0.006]],
  "e_homo_ha": -0.431,
  "charge": 1,
  "e_tot_ev": -113085.5191,
  "e_lumo_ev": -2.52
}

Number 1: gap between HOMO and LUMO 8.137 eV. Number 2: gap between HOMO and LUMO 9.201 eV.